Record 1
126
Properties=species:S:1:pos:R:3 method="wB97M-V/def2-TZVPD" relative_energy_ev=0.000 total_energy_ev=-110954.1922 e_homo_ev=-4.669 e_lumo_ev=1.82 gap_ev=6.5 charge=-1
N 0.45 -4.70 -1.59
C 0.88 -3.70 -2.27
C 2.28 -3.36 -2.63
P 2.60 -1.45 -2.81
C 4.17 -1.50 -1.73
C 4.05 -1.33 -0.21
C 5.13 -2.08 0.61
C 6.05 -1.16 1.43
C 6.68 -1.76 2.70
N 5.77 -2.65 3.43
C 2.67 0.45 -3.05
C 2.12 1.33 -1.92
C 0.61 1.46 -1.88
F 0.25 2.79 -1.82
F 0.03 1.00 -3.01
C -0.18 0.83 -0.65
F 0.56 -0.08 0.00
F -0.45 1.82 0.26
C -1.56 0.12 -0.97
F -1.51 -0.53 -2.14
F -1.75 -0.81 0.00
C -2.91 0.92 -0.90
F -3.17 1.17 0.41
F -3.85 0.06 -1.35
C -3.17 2.27 -1.64
F -4.48 2.54 -1.37
F -2.43 3.25 -1.09
C -3.02 2.31 -3.21
F -1.87 2.86 -3.55
F -3.09 1.08 -3.71
F -4.01 3.05 -3.72
O 1.03 -1.41 -3.95
N 1.25 -1.63 -5.22
O 0.46 -1.07 -5.94
H 1.24 -5.27 -1.29
H 0.10 -3.02 -2.63
H 2.91 -3.78 -1.84
H 2.52 -3.82 -3.58
H 1.70 -1.29 -1.69
H 3.41 -1.65 -3.99
H 4.65 -2.46 -1.91
H 4.87 -0.73 -2.08
H 3.06 -1.63 0.15
H 4.18 -0.27 0.01
H 4.64 -2.79 1.26
H 5.75 -2.65 -0.09
H 5.51 -0.26 1.71
H 6.86 -0.84 0.78
H 7.65 -2.20 2.47
H 6.89 -0.93 3.37
H 5.83 -3.59 3.06
H 6.07 -2.71 4.39
H 3.73 0.71 -3.13
H 2.23 0.72 -4.00
H 2.48 2.35 -2.07
H 2.52 1.01 -0.96
O -2.32 2.70 6.62
C -2.54 3.00 5.48
O -1.75 2.51 4.52
C -2.04 2.68 3.13
C -1.53 4.00 2.59
C -3.66 3.96 5.12
H -3.11 2.55 2.94
H -1.54 1.86 2.63
H -2.00 4.85 3.08
H -1.71 4.07 1.52
H -0.45 4.07 2.77
H -3.28 4.97 5.21
H -4.46 3.82 5.83
H -4.05 3.82 4.12
O 3.13 -3.62 4.33
C 2.75 -2.73 5.03
O 3.40 -2.50 6.19
C 3.14 -1.36 7.01
C 1.98 -1.58 7.96
C 1.54 -1.89 4.67
H 2.99 -0.47 6.39
H 4.06 -1.21 7.57
H 1.05 -1.75 7.43
H 1.86 -0.71 8.60
H 2.17 -2.45 8.58
H 0.65 -2.41 5.02
H 1.50 -1.81 3.59
H 1.55 -0.88 5.09
O -10.29 -0.24 -5.36
C -9.53 0.01 -4.46
O -8.41 0.69 -4.75
C -7.53 1.19 -3.74
C -6.52 0.15 -3.26
C -9.77 -0.48 -3.05
H -8.10 1.60 -2.91
H -7.01 2.02 -4.21
H -7.02 -0.70 -2.79
H -5.85 0.60 -2.54
H -5.94 -0.22 -4.11
H -9.39 -1.49 -2.97
H -10.84 -0.50 -2.88
H -9.31 0.13 -2.28
O 5.54 2.07 -2.62
C 5.61 3.15 -3.13
O 4.57 3.56 -3.88
C 4.46 4.89 -4.40
C 5.19 5.05 -5.72
C 6.84 4.02 -3.01
H 4.79 5.62 -3.66
H 3.39 5.03 -4.54
H 6.26 4.89 -5.61
H 5.03 6.05 -6.12
H 4.82 4.32 -6.44
H 7.55 3.71 -3.77
H 7.28 3.83 -2.03
H 6.65 5.09 -3.11
O -4.27 -4.50 4.81
C -4.38 -4.21 3.65
O -3.52 -4.74 2.77
C -3.68 -4.59 1.35
C -3.11 -3.29 0.83
C -5.43 -3.22 3.17
H -4.74 -4.71 1.08
H -3.15 -5.44 0.92
H -3.62 -2.43 1.27
H -3.20 -3.24 -0.25
H -2.05 -3.22 1.09
H -5.02 -2.22 3.29
H -6.29 -3.32 3.82
H -5.74 -3.35 2.14

=====

Record 2
82
Properties=species:S:1:pos:R:3 method="wB97M-V/def2-TZVPD" total_energy_ev=-84352.5412 e_homo_ev="-10.220 / -10.217" e_lumo_ev="-4.40 / -4.40" gap_ev="5.8 / 5.8" charge=+1
Ru -0.87 -0.05 0.10
C -2.06 0.91 2.65
N -2.42 0.25 1.38
C -2.96 -1.12 1.65
C -1.82 -2.06 1.95
N -0.77 -1.86 0.95
C 0.17 -2.84 0.77
C 0.45 -3.91 1.63
F -0.20 -4.04 2.80
C 1.43 -4.85 1.36
F 1.65 -5.84 2.23
C 2.21 -4.76 0.23
F 3.16 -5.66 -0.02
C 1.99 -3.71 -0.64
F 2.73 -3.58 -1.74
C 1.01 -2.79 -0.36
F 0.85 -1.77 -1.23
C -3.38 1.10 0.62
C -2.65 2.25 -0.05
N -1.47 1.70 -0.70
C -0.67 2.50 -1.48
C -0.86 3.86 -1.78
F -1.93 4.53 -1.32
C 0.05 4.59 -2.53
F -0.18 5.87 -2.76
C 1.20 4.00 -3.03
F 2.07 4.70 -3.75
C 1.41 2.66 -2.78
F 2.49 2.04 -3.25
C 0.49 1.95 -2.03
F 0.74 0.63 -1.81
H -2.96 1.02 3.26
H -1.63 1.88 2.46
H -1.33 0.31 3.18
H -3.47 -1.44 0.74
H -3.69 -1.07 2.47
H -2.20 -3.08 1.95
H -1.43 -1.88 2.96
H -4.17 1.45 1.29
H -3.83 0.47 -0.15
H -2.38 3.02 0.68
H -3.33 2.72 -0.76
N 0.44 0.75 1.19
C 1.59 1.02 1.64
C 2.56 -0.09 1.89
C 3.81 -0.05 1.29
C 4.69 -1.11 1.47
C 4.33 -2.18 2.28
C 3.09 -2.20 2.90
C 2.19 -1.17 2.69
C 1.99 2.42 1.95
C 2.97 2.67 2.90
C 3.32 3.97 3.22
C 2.70 5.03 2.57
C 1.72 4.79 1.61
C 1.36 3.49 1.31
H 4.09 0.79 0.67
H 5.66 -1.09 0.99
H 5.03 -2.99 2.43
H 2.82 -3.03 3.55
H 1.22 -1.17 3.17
H 3.45 1.84 3.40
H 4.07 4.16 3.97
H 2.98 6.05 2.81
H 1.24 5.62 1.11
H 0.60 3.29 0.56
C -3.46 -3.63 -3.93
C -3.53 -2.47 -2.94
S -1.92 -2.09 -2.25
O -2.26 -0.95 -1.28
C -1.11 -1.32 -3.66
C -1.76 -0.03 -4.13
H -4.47 -3.86 -4.28
H -3.05 -4.53 -3.46
H -2.86 -3.38 -4.80
H -4.13 -2.72 -2.06
H -3.93 -1.56 -3.38
H -1.08 -2.10 -4.43
H -0.08 -1.17 -3.33
H -2.67 -0.22 -4.71
H -1.07 0.51 -4.77
H -2.01 0.60 -3.28

=====

Record 3
13
Properties=species:S:1:pos:R:3 method="wB97M-V/def2-TZVPD" relative_energy_ev=5.549 total_energy_ev=-7794.0957 e_homo_ev="-7.640 / -8.288" e_lumo_ev="0.35 / 0.24" gap_ev="8.0 / 8.5"
C 0.89 -0.09 -1.87
C -0.05 0.12 -0.70
O 0.37 -0.70 0.39
C -0.20 -0.44 1.58
C -1.29 0.43 1.77
N -1.89 1.49 2.01
H 0.92 -1.15 -2.16
H 0.53 0.49 -2.72
H 1.90 0.24 -1.62
H -1.08 -0.18 -0.94
H -0.07 1.17 -0.40
H 0.03 -1.20 2.32
H -2.34 0.00 1.77

=====

Record 4
82
Properties=species:S:1:pos:R:3 method="wB97M-V/def2-TZVPD" relative_energy_ev=0.955 total_energy_ev=-121971.0632 e_homo_ev="-6.490 / -7.588" e_lumo_ev="-1.03 / -1.02" gap_ev="5.5 / 6.6" multiplicity=2
Ti -1.97 -0.60 1.50
I -2.56 -1.12 4.90
C -0.77 -0.08 5.11
C -0.27 -0.02 6.38
C 0.90 0.73 6.65
C 1.49 1.43 5.63
C 0.98 1.36 4.31
C 1.63 2.10 3.29
C 1.21 2.02 2.00
C 0.14 1.17 1.68
C -0.57 0.46 2.62
C -0.16 0.57 4.00
H -0.77 -0.55 7.18
H 1.30 0.77 7.65
H 2.36 2.04 5.82
H 2.47 2.74 3.56
H 1.69 2.59 1.21
H -0.10 1.08 0.63
S 1.64 -1.68 1.58
C 1.94 -1.39 -0.06
N 3.23 -1.47 -0.55
C 3.47 -1.36 -1.98
C 2.60 -0.29 -2.55
N 1.21 -0.64 -2.28
C 0.31 -0.56 -3.45
C 0.01 0.86 -3.88
C 0.74 1.46 -4.90
C 0.48 2.76 -5.30
C -0.53 3.49 -4.67
C -1.27 2.90 -3.65
C -1.00 1.59 -3.25
C 0.87 -1.07 -1.02
S -0.85 -1.27 -0.68
C 4.42 -1.35 0.31
C 5.06 0.02 0.20
C 6.34 0.19 -0.32
C 6.88 1.47 -0.46
C 6.15 2.58 -0.08
C 4.87 2.42 0.45
C 4.33 1.15 0.59
H 3.24 -2.31 -2.47
H 4.52 -1.13 -2.15
H 2.75 -0.21 -3.62
H 2.85 0.67 -2.09
H -0.59 -1.10 -3.23
H 0.82 -1.07 -4.28
H 1.53 0.89 -5.40
H 1.05 3.21 -6.10
H -0.74 4.50 -4.99
H -2.05 3.46 -3.14
H -1.58 1.14 -2.45
H 5.13 -2.13 0.03
H 4.10 -1.54 1.32
H 6.91 -0.68 -0.63
H 7.88 1.59 -0.87
H 6.57 3.58 -0.20
H 4.29 3.28 0.76
H 3.34 1.01 1.02
N -1.37 -2.60 2.10
H -0.65 -2.57 2.80
H -0.96 -3.06 1.31
H -2.11 -3.16 2.44
C -4.44 -2.38 -2.32
C -3.74 -3.00 -1.14
O -3.57 -1.99 -0.10
P -4.50 -2.04 1.22
O -3.73 -0.89 1.97
Te -4.73 -4.11 2.23
O -5.91 -1.53 0.77
C -6.11 -0.19 0.20
C -7.49 -0.16 -0.41
H -4.53 -3.11 -3.13
H -3.87 -1.52 -2.69
H -5.45 -2.04 -2.05
H -2.75 -3.33 -1.41
H -4.29 -3.85 -0.75
H -5.34 0.00 -0.53
H -6.00 0.54 1.00
H -7.58 -0.90 -1.21
H -7.68 0.83 -0.82
H -8.25 -0.38 0.35
I -2.94 1.77 0.45